Record 1
ORCA calculation (ωB97M-V/def2-TZVPD) on the ion C12H26N3OS with charge +1.

XYZ file:
```
43
Properties=species:S:1:pos:R:3:mulliken_charge:R:1
C -0.976 -2.552 -1.305 -0.85
C -2.092 -2.270 -0.316 -0.44
H -2.984 -2.859 -0.559 0.37
H -1.785 -2.515 0.710 0.31
O -2.416 -0.882 -0.391 -0.53
C -3.452 -0.466 0.487 -0.51
C -3.761 1.008 0.223 -0.81
C -2.538 1.893 0.429 -0.43
H -2.796 2.951 0.347 0.37
H -2.103 1.717 1.415 0.31
N -1.512 1.568 -0.604 0.25
H -1.842 1.921 -1.512 0.48
H -1.507 0.512 -0.656 0.32
C -0.195 2.219 -0.402 0.11
N 0.594 1.718 0.543 0.23
C 0.435 0.448 1.227 0.17
H -0.323 -0.161 0.739 -0.33
H 0.132 0.630 2.265 0.13
C 1.781 -0.307 1.200 -1.01
N 2.457 0.036 -0.034 0.20
C 2.944 1.409 0.026 -0.72
H 3.907 1.487 0.554 0.41
C 1.911 2.288 0.745 -1.24
H 1.936 3.307 0.363 0.51
H 2.098 2.312 1.821 0.37
H 3.085 1.754 -1.001 0.41
C 3.514 -0.895 -0.415 -0.54
C 2.956 -2.188 -0.994 -1.25
H 2.416 -2.769 -0.250 0.31
H 2.292 -1.969 -1.825 0.28
H 3.776 -2.798 -1.361 0.44
H 4.176 -1.115 0.437 0.36
H 4.110 -0.401 -1.183 0.45
H 2.385 -0.061 2.089 0.36
H 1.585 -1.379 1.222 0.49
S 0.069 3.533 -1.339 -0.26
H -4.550 1.323 0.905 0.40
H -4.134 1.121 -0.796 0.35
H -4.349 -1.072 0.316 0.43
H -3.135 -0.614 1.530 0.31
H -0.088 -1.971 -1.067 -0.01
H -1.298 -2.306 -2.313 0.34
H -0.722 -3.606 -1.270 0.44
```

Results
Highest occupied orbital energy: -11.83 eV
Spin multiplicity: 1
Energy relative to the best compared isomer or geometry (same formula, charge and spin): 10.11 kcal per mole
SMILES: CCOCCC[NH2+]C(=S)N1CCN(CC)CC1
Total charge: +1
Lowest unoccupied orbital energy: -2.80 eV

Record 2
ORCA calculation (ωB97M-V/def2-TZVPD) on a structure of composition C4H10N4.

XYZ file:
```
18
Properties=species:S:1:pos:R:3:mulliken_charge:R:1
C 1.856 -0.185 -0.032 -0.98
N 0.491 -0.339 -0.513 -0.30
C -0.539 -1.482 0.608 0.54
C -0.650 0.671 -0.071 0.69
N -0.196 1.861 0.578 -0.61
N -1.481 1.037 -1.186 -0.64
C -1.241 -0.351 0.842 -1.00
N -0.144 -2.649 0.774 -0.70
H 0.462 -0.523 -1.512 0.29
H -1.894 0.230 -1.632 0.29
H 0.331 1.669 1.416 0.30
H 0.299 2.506 -0.025 0.22
H -1.030 1.638 -1.865 0.24
H -0.830 -3.392 0.770 0.27
H -2.051 -0.197 1.536 0.39
H 2.420 -1.084 -0.288 0.35
H 2.360 0.691 -0.455 0.34
H 1.838 -0.100 1.055 0.30
```

Results
Highest occupied orbital energy: -7.65 eV
Spin multiplicity: 1
Energy relative to the best compared isomer or geometry (same formula, charge and spin): 61.59 kcal per mole
Lowest unoccupied orbital energy: 0.75 eV

Record 3
ORCA calculation (ωB97M-V/def2-TZVPD) on the molecule C4H8N2 at a distorted geometry.

XYZ file:
```
14
Properties=species:S:1:pos:R:3:mulliken_charge:R:1
C -0.329 0.663 0.691 0.33
C 0.775 -0.138 0.016 0.65
C -1.793 0.564 0.196 -1.03
C 0.698 -1.220 -1.069 -1.23
N 1.919 0.458 0.490 -0.43
N 0.812 1.252 -0.127 -0.53
H -0.041 0.792 1.924 0.17
H -2.368 1.430 0.378 0.34
H -2.332 -0.285 0.667 0.26
H -1.646 0.234 -0.868 0.25
H 1.792 -1.411 -1.243 0.32
H 0.196 -0.870 -1.981 0.37
H 0.194 -2.011 -0.567 0.31
H 2.123 0.543 1.492 0.23
```

Results
Highest occupied orbital energy: -9.77 eV
Spin multiplicity: 1
Energy relative to the best compared isomer or geometry (same formula, charge and spin): 93.50 kcal per mole
SMILES: C[C@@H]1N2N[C@@]12C
Lowest unoccupied orbital energy: 1.12 eV

Record 4
ORCA calculation (ωB97M-V/def2-TZVPD) on a structure of composition C22H20AlN4SSiTe at a distorted geometry.

XYZ file:
```
50
Properties=species:S:1:pos:R:3:mulliken_charge:R:1
Al 0.282 1.022 0.078 -0.41
N 3.867 -0.749 0.062 -0.08
C 3.816 -0.760 1.430 -0.49
C 2.696 -0.079 1.794 -0.50
N 2.051 0.362 0.672 0.29
C 2.783 -0.070 -0.374 0.23
C 2.276 0.200 -1.655 0.21
N 1.106 0.866 -1.715 0.28
C 0.776 0.936 -3.039 -0.49
C 1.746 0.329 -3.776 -0.50
N 2.689 -0.129 -2.898 -0.08
H 4.574 -1.196 -0.499 0.18
H 4.573 -1.246 2.010 0.44
H 2.311 0.129 2.770 0.50
H -0.125 1.417 -3.357 0.51
H 1.848 0.182 -4.832 0.44
H 3.518 -0.646 -3.146 0.19
C -1.252 -3.371 4.146 -0.45
C -1.927 -2.187 3.902 -0.63
C -1.748 -1.519 2.704 -0.37
C -0.905 -2.029 1.721 0.48
C -0.217 -3.208 1.992 -0.16
C -0.383 -3.874 3.193 -0.60
Si -0.728 -1.196 0.026 0.54
C -2.328 -1.362 -0.974 0.50
C -3.498 -0.704 -0.605 -0.37
C -4.678 -0.912 -1.297 -0.63
C -4.704 -1.771 -2.383 -0.44
C -3.541 -2.406 -2.786 -0.58
C -2.368 -2.204 -2.081 -0.23
H -1.402 -3.901 5.073 0.39
H -2.592 -1.786 4.653 0.39
H -2.271 -0.590 2.526 0.26
H 0.450 -3.612 1.242 0.33
H 0.164 -4.785 3.387 0.39
H 0.311 -2.005 -0.709 -0.29
H -3.486 -0.025 0.236 0.26
H -5.583 -0.407 -0.994 0.39
H -5.627 -1.949 -2.913 0.39
H -3.552 -3.059 -3.646 0.39
H -1.465 -2.715 -2.386 0.32
Te -0.745 3.187 0.852 0.18
C 0.749 4.654 0.555 -0.04
C 0.827 5.546 -0.468 -0.38
C 1.832 6.517 -0.262 -0.47
C 2.476 6.352 0.921 -0.43
S 1.884 5.009 1.807 -0.09
H 0.185 5.509 -1.332 0.42
H 2.064 7.303 -0.961 0.38
H 3.273 6.933 1.338 0.40
```

Results
Highest occupied orbital energy: -10.62 eV
Spin multiplicity: 1
Energy relative to the best compared isomer or geometry (same formula, charge and spin): 6.99 kcal per mole
Total charge: +1
Lowest unoccupied orbital energy: -3.80 eV

Record 5
ORCA calculation (ωB97M-V/def2-TZVPD) on the molecule C5H10O2 at a distorted geometry.

XYZ file:
```
17
Properties=species:S:1:pos:R:3:mulliken_charge:R:1
C -1.053 -1.676 0.713 -1.84
C 0.104 -0.666 0.543 0.43
O 0.552 -0.930 -0.783 -0.39
C 1.339 0.140 -1.264 -0.50
C 0.781 1.373 -0.563 -0.60
C -0.261 0.990 0.496 0.08
O -1.659 1.064 0.343 -0.53
H -0.680 -2.701 0.573 0.36
H -1.822 -1.555 -0.062 0.49
H -1.511 -1.629 1.704 0.42
H 0.898 -0.931 1.252 0.26
H 1.255 0.186 -2.352 0.27
H 2.401 -0.030 -1.009 0.28
H 1.576 1.838 0.035 0.26
H 0.315 2.168 -1.139 0.45
H -0.180 2.136 0.927 0.22
H -2.056 0.222 0.587 0.33
```

Results
Highest occupied orbital energy: -9.15 eV
Spin multiplicity: 1
Energy relative to the best compared isomer or geometry (same formula, charge and spin): 85.50 kcal per mole
SMILES: C[C@H]1OCC[C@H]1O
Lowest unoccupied orbital energy: 1.01 eV

Record 6
ORCA calculation (ωB97M-V/def2-TZVPD) on a structure of composition C4H5CsLi2O2 at a distorted geometry.

XYZ file:
```
14
Properties=species:S:1:pos:R:3:mulliken_charge:R:1
O 1.654 0.673 0.210 -0.73
C 0.624 0.639 -0.705 -0.41
C -0.424 1.551 -0.524 -0.39
Li 1.800 -0.746 1.332 0.71
Cs 2.525 3.926 -1.362 0.74
H -1.053 2.260 -1.071 0.16
H 0.719 0.040 -1.632 0.30
C -1.218 -1.119 0.728 0.26
C -0.629 -1.875 -0.306 -0.99
O -0.461 -0.576 1.695 -0.84
H -2.318 -1.012 0.737 0.29
H -1.200 -2.406 -1.074 0.26
H 0.161 -2.562 0.025 0.13
Li -0.180 1.206 1.945 0.51
```

Results
Highest occupied orbital energy: -4.41 eV
Spin multiplicity: 1
Energy relative to the best compared isomer or geometry (same formula, charge and spin): 0.00 kcal per mole
Lowest unoccupied orbital energy: -0.84 eV